Record 1
DFT (the ωB97M-V functional and the def2-TZVPD basis) results for a molecular structure, C25H28BN8OS2W.

Output
**Charge**: -1
**Highest occupied orbital energy (alpha / beta)**: -3.31 / -3.30 eV
**Spin multiplicity**: 1
**ΔE to the lowest compared entry with this formula, charge and spin**: 1110.1 kJ/mol
**Largest force on an atom**: 6.047 eV Å⁻¹
**Kohn-Sham gap (alpha / beta)**: 6.08 / 6.07 eV

Geometry as XYZ:
```
66
Properties=species:S:1:pos:R:3:forces:R:3
H 0.20408 -3.63697 -1.97509 0.0 0.0 0.0
H -3.80231 1.93136 -1.46475 -0.1 -0.2 -0.1
H 6.35128 -0.44877 -0.49301 -0.2 -0.6 0.4
H -0.99004 1.76165 4.42883 0.1 0.0 0.0
H 2.40716 -3.49457 0.72534 0.0 0.0 0.0
H -2.72704 3.33805 -3.64810 -0.2 0.1 0.1
C -5.11894 -2.97243 1.05249 0.0 0.0 0.0
H -5.98693 -3.47070 0.63750 0.0 0.0 0.0
H -5.10219 -4.12553 2.86838 0.0 0.0 0.0
C 3.31949 1.08908 -0.81975 -0.8 -0.9 0.5
N -1.15249 2.79890 -0.80236 -0.5 0.3 1.0
N -1.82175 1.52051 -0.92443 -1.9 0.1 0.0
N -0.74248 1.99985 2.37859 3.1 0.9 -0.5
C 3.65335 -1.76638 -2.10610 0.3 -0.3 0.2
B 0.09221 2.98412 0.07614 0.0 -0.3 -0.4
C 1.82937 -3.71952 -0.17212 -0.1 0.0 -0.1
H 5.70972 -1.69293 -2.50628 -0.1 0.2 -0.2
H -3.24524 1.33423 1.14274 -0.1 1.1 -0.7
C -2.84353 -1.70455 2.08523 0.1 0.0 0.0
C 5.33338 -0.30610 -0.86832 0.1 0.5 -0.4
H 2.38755 -4.46678 -0.76465 0.0 0.0 0.0
H -0.09748 -0.64623 -2.45287 -0.1 0.0 0.0
C -4.48655 -1.96912 0.33356 -0.1 0.1 0.0
C -3.37440 -1.30012 0.84284 0.0 0.0 0.2
C -1.56180 3.59189 -1.84718 0.6 -0.4 -0.4
H 1.21693 -2.59263 -2.98898 0.0 0.0 0.0
H 3.26192 -1.93197 -0.17699 -0.2 0.2 0.2
H -3.07561 0.82327 -2.57679 0.5 0.0 -0.3
S 2.12353 0.15320 2.11663 0.2 0.5 0.5
N -2.74467 -0.34867 0.04445 0.3 0.1 0.8
H -3.08626 -3.00428 3.75677 0.0 0.0 0.0
S -1.41159 -0.91873 2.76825 0.3 0.1 -0.2
H -4.84504 -1.67757 -0.64670 0.0 0.0 0.0
H -0.14611 4.35193 4.60536 0.0 0.0 0.0
C 2.50220 2.20844 -0.65071 0.5 1.0 1.1
C 4.37589 0.47670 0.10667 0.5 -0.1 -0.4
N 1.03151 0.52257 -0.49994 0.7 1.5 0.4
H 2.79731 3.24717 -0.74207 0.1 0.0 0.3
C -4.62458 -3.33920 2.29623 0.0 0.0 0.0
C -0.63836 2.41313 3.64230 -1.1 -0.4 0.2
C -2.59785 0.93094 0.34685 1.6 0.2 -0.9
N -0.16484 3.01155 1.63836 -1.1 0.6 -0.2
H 5.48070 0.50578 -1.59550 0.3 0.1 0.2
C -0.43163 -1.55338 -1.92136 0.5 0.1 0.0
C -0.21794 3.73905 3.72381 0.0 0.0 -0.1
N 1.28176 1.94268 -0.26045 -0.3 -0.6 -1.8
C 3.06140 0.00843 0.75012 0.2 0.6 -0.7
H -1.35516 -1.92559 -2.39184 0.0 0.1 -0.2
C 0.67692 -2.65611 -2.03457 -0.7 0.7 0.4
H 0.53862 4.08917 -0.14625 0.1 0.0 -0.1
H 0.88902 -4.16947 0.15201 0.0 0.0 0.0
H -1.48885 1.48374 0.76249 -0.1 0.5 1.5
C -2.86237 1.72004 -1.99940 -0.3 0.3 0.2
C 2.35517 -0.09390 -0.53792 -0.5 -0.4 -0.5
C -2.43796 2.99966 -2.66796 0.3 -0.2 0.0
C 0.03909 4.08595 2.41038 0.6 -0.3 0.1
H 0.40961 5.00213 1.98122 0.0 0.0 0.0
H 5.02285 1.07160 0.75413 -0.2 0.3 -0.1
H 3.47620 -2.44830 -2.93006 -0.2 0.1 0.0
C 4.89657 -1.35888 -1.86799 0.0 0.0 0.1
O -0.66904 -1.32982 -0.59332 0.8 -0.4 0.5
C -3.49417 -2.70850 2.79741 0.0 0.0 0.0
W -0.49602 0.18858 0.71594 -3.8 -4.7 -0.4
H -1.05001 4.53334 -1.98479 0.0 0.0 0.0
N 1.53235 -2.49486 -0.88607 0.7 -0.6 -0.6
C 2.63412 -1.58616 -0.99638 0.1 0.2 0.2
```
Positions in Å, forces in eV/Å.

***

Record 2
DFT (the ωB97M-V functional and the def2-TZVPD basis) results for a molecular structure, C25H28BrCl5InN8O11S2.

Output
**Charge**: -1
**Highest occupied orbital energy**: -5.74 eV
**Spin multiplicity**: 1
**ΔE to the lowest compared entry with this formula, charge and spin**: 91.8 kJ/mol
**Largest force on an atom**: 0.329 eV Å⁻¹
**Kohn-Sham gap**: 7.32 eV

Geometry as XYZ:
```
81
Properties=species:S:1:pos:R:3:forces:R:3
C -0.21147 -1.37512 -2.43601 0.0 0.0 0.0
H -0.16656 0.52005 -3.42661 0.0 0.0 0.0
H 2.94526 0.00364 3.57863 0.0 0.0 0.0
C -0.26429 6.54371 3.51884 0.0 0.0 0.0
N 1.44570 0.12766 5.40513 0.0 0.0 0.0
H 3.16044 -1.25444 -0.74689 0.0 0.0 0.0
H -0.82198 -0.23332 4.56791 0.0 0.0 0.0
H 0.66660 8.02941 4.76414 0.0 0.0 0.0
C -0.32505 5.20049 3.18971 0.0 0.0 0.0
S 0.50923 -2.31370 -6.13207 0.0 0.0 0.0
H 0.95911 -0.72869 0.26989 0.0 0.0 0.0
C 2.01699 -0.55121 1.88812 0.0 -0.1 0.0
H -0.90634 7.24846 3.00727 0.0 0.0 0.0
H -1.76568 0.05491 -2.81594 0.0 0.0 0.0
Br 2.57543 3.56872 5.72436 0.0 0.0 0.0
C 3.35720 -0.37571 -0.12605 0.0 0.0 0.0
H 3.96551 -1.78563 -5.02314 0.0 0.0 0.0
H 1.77072 -0.56001 -5.23772 0.0 0.0 0.0
H -0.98344 4.83818 2.40845 0.0 0.0 0.0
H 3.33162 -1.93252 -6.66887 0.0 0.0 0.0
Cl -3.45771 0.38792 3.60929 0.0 0.1 -0.1
H -0.51078 0.58006 -1.70546 0.0 0.0 0.0
O -1.18966 -5.18618 -3.66532 0.0 0.0 0.1
C -0.69577 0.01268 -2.61552 0.0 0.0 0.0
H 1.55142 -3.67241 -1.12034 0.0 0.0 0.0
Cl -6.11657 -2.49713 -1.21694 0.0 0.0 0.0
Cl -7.91393 -1.21434 0.99601 0.0 0.0 0.0
O -0.24444 1.75110 0.05531 0.0 0.1 0.1
N 3.24226 -0.66095 1.29198 0.0 0.0 0.0
C -6.19373 -1.09707 1.09229 0.0 0.0 0.0
O -2.02401 2.55378 -1.42529 0.0 0.0 0.0
In -0.84764 0.74765 1.87044 -0.2 -0.1 -0.1
C -5.58562 -0.45117 2.16502 0.0 0.0 0.0
C 3.15864 -2.19880 -5.62728 0.0 0.0 0.0
C 0.88242 -3.08188 -1.72295 0.0 0.0 0.0
H 4.07733 -1.76806 2.86586 0.0 0.0 0.0
H 2.13967 6.40142 5.90298 0.0 0.0 0.0
H 2.23470 0.76055 5.42083 0.0 0.0 0.0
C 0.42093 2.85142 3.33951 0.0 -0.1 0.3
N -0.66013 -2.43608 -3.16044 0.0 0.0 0.0
Cl -2.99836 -2.30484 -1.00055 0.0 0.0 0.0
H 0.69322 0.50449 5.96213 0.0 0.0 0.0
C 4.34800 -1.38625 1.88496 0.0 0.0 0.0
H 2.65374 0.40915 -0.40037 0.0 0.0 0.0
N -0.15996 -4.88956 -3.08700 0.1 0.0 -0.2
H 5.23157 -0.74923 1.98022 0.0 0.0 0.0
H -1.84569 -3.35733 -4.57640 0.0 0.0 0.0
C -5.38758 -1.66867 0.11064 0.0 0.0 0.0
N 0.90411 -0.51074 1.26516 0.0 0.1 0.1
O -2.06821 -0.88583 1.31345 0.0 0.0 0.2
H 1.63783 -1.92375 -4.10209 0.0 0.0 0.0
N -0.18755 -0.42377 3.79905 0.0 0.0 0.0
H -2.48275 -1.83648 -3.94980 0.0 0.0 0.0
C 0.05081 -3.52926 -2.70525 0.0 0.0 0.1
C -3.35547 -0.92129 1.26221 0.0 0.0 0.0
O 0.67152 -1.79835 -7.46913 0.0 0.0 0.0
S -1.49626 2.65789 -0.08079 0.0 0.0 0.1
C 1.39497 4.73839 4.77910 0.0 0.0 0.0
C 1.03426 -0.23251 4.13824 0.0 0.0 0.0
O 1.43829 2.23912 3.00313 0.0 0.0 -0.1
C 1.82793 -1.64470 -5.13731 0.0 0.0 0.0
Cl -6.56181 0.23372 3.41236 0.0 0.0 0.0
N 0.71656 -1.74281 -1.56475 0.0 0.0 0.0
O 0.72470 -5.67411 -2.79535 0.0 0.0 0.1
H 4.61297 -2.24287 1.25749 0.0 0.0 0.0
H 3.17719 -3.28389 -5.53451 0.0 0.0 0.0
H -0.78845 -0.54829 -5.26577 0.0 0.0 0.0
H -1.68543 -1.63899 -6.31907 0.0 0.0 0.0
C 1.45069 6.07657 5.13572 0.0 0.0 0.0
O -2.41560 1.99685 0.93662 0.0 0.0 0.0
C -0.99283 -1.59734 -5.47691 0.0 0.0 0.0
O 0.45570 -3.73936 -5.91672 0.0 0.0 0.0
H 4.36999 -0.02020 -0.32073 0.0 0.0 0.0
C 0.61864 6.98148 4.49593 0.0 0.0 0.0
C -4.00821 -1.58517 0.19969 0.0 0.0 0.0
C 0.51051 4.27610 3.81685 0.0 0.1 -0.1
O -0.76716 2.37440 3.31283 0.1 -0.1 -0.3
C -1.58064 -2.34669 -4.28942 0.0 0.0 0.0
C -4.20434 -0.37361 2.24906 0.0 0.0 0.0
O -1.15753 4.00417 0.34069 0.0 0.0 -0.1
N 2.09424 -0.44377 3.27718 0.0 0.0 0.0
```
Positions in Å, forces in eV/Å.